# 1
Entry from the Open Molecules 2025 dataset: a molecular structure, C36H26CoF9N3O8PS at a distorted geometry (wB97M-V/def2-TZVPD).

```
! RIJCOSX wB97M-V def2-TZVPD def2/J DEFGRID3
* xyz 0 1
Co 0.51 -0.60 0.24
C -2.44 5.11 2.45
O -1.53 4.70 3.47
C -0.76 3.63 3.23
C 0.14 3.30 4.27
C 0.98 2.24 4.11
C 0.97 1.45 2.93
C 1.87 0.34 2.75
C 2.92 0.04 3.78
O 1.84 -0.39 1.75
C 0.04 1.77 1.91
O -0.04 1.12 0.79
C -0.81 2.88 2.08
H -2.96 5.98 2.84
H -3.17 4.32 2.24
H -1.92 5.37 1.53
H 0.16 3.91 5.16
H 1.69 2.01 4.90
H 2.46 -0.24 4.72
H 3.55 0.91 3.96
H 3.54 -0.78 3.41
H -1.48 3.12 1.26
C -2.22 -0.53 3.03
C -1.70 -1.68 2.24
N -0.70 -1.71 1.38
C -0.60 -2.99 0.91
C -1.54 -3.77 1.51
N -2.22 -2.93 2.34
C -1.92 -5.20 1.40
O -1.19 -5.94 0.59
O -2.84 -5.62 2.05
C 0.45 -3.28 -0.08
O 0.60 -4.40 -0.54
O 1.17 -2.25 -0.36
H -2.04 0.40 2.49
H -1.72 -0.48 4.00
H -3.29 -0.64 3.19
H -3.00 -3.23 2.91
H -0.46 -5.41 0.15
F 8.49 -0.59 -0.76
C 7.73 -0.44 0.34
F 7.91 -1.53 1.10
F 8.24 0.61 1.02
C 6.28 -0.22 -0.01
C 5.36 -1.25 0.12
C 4.04 -1.03 -0.23
C 3.63 0.21 -0.70
C 4.57 1.23 -0.85
C 5.89 1.02 -0.50
P 1.88 0.40 -1.20
C 1.58 2.18 -1.29
C 1.98 3.00 -0.23
C 1.61 4.32 -0.19
C 0.81 4.84 -1.21
C 0.39 4.03 -2.26
C 0.78 2.70 -2.30
C 0.38 6.27 -1.12
F -0.40 6.48 -0.04
F -0.31 6.68 -2.19
F 1.44 7.09 -0.99
C 1.89 -0.18 -2.92
C 2.73 0.47 -3.83
C 2.81 0.03 -5.14
C 2.06 -1.06 -5.54
C 1.23 -1.71 -4.65
C 1.14 -1.27 -3.34
C 2.12 -1.51 -6.98
F 1.22 -0.84 -7.73
F 1.85 -2.81 -7.11
F 3.32 -1.28 -7.53
H 5.68 -2.21 0.49
H 3.32 -1.83 -0.12
H 4.28 2.20 -1.24
H 6.62 1.81 -0.61
H 2.57 2.59 0.58
H 1.92 4.95 0.63
H -0.25 4.43 -3.03
H 0.42 2.06 -3.09
H 3.32 1.32 -3.51
H 3.46 0.54 -5.84
H 0.64 -2.56 -4.97
H 0.48 -1.77 -2.64
O -2.14 1.48 -1.98
S -1.89 0.54 -0.89
N -0.82 -0.46 -1.12
*
```

**E_LUMO**: -0.796 eV
**HOMO-LUMO gap**: 8.0 eV
**Highest occupied orbital energy**: -0.324 hartree

Charges computed using Mulliken, reported in e: Co 0.1428; C -0.5444; O -0.4681; C 0.9137; C -1.2003; C -0.8379; C 0.1729; C 1.2010; C -2.2930; O -0.2761; C -0.5503; O 0.0443; C 0.0099; H 0.2694; H 0.3086; H 0.1255; H 0.4565; H 0.4598; H 0.4522; H 0.4421; H 0.3880; H 0.4149; C -0.8515; C 0.1301; N 0.3465; C -0.5817; C 0.2271; N -0.0774; C 0.4952; O -0.5486; O -0.6162; C 1.2596; O -0.9319; O -0.5029; H -0.0164; H 0.2590; H 0.4765; H 0.2553; H 0.4077; F -0.2527; C 0.7647; F -0.2791; F -0.2697; C 0.3587; C -1.0426; C -0.7907; C 0.2686; C -0.2785; C -1.0962; P 3.2264; C 0.6491; C -0.6287; C -1.2773; C 0.2648; C -0.9794; C -1.0704; C 0.7001; F -0.2542; F -0.2977; F -0.2761; C 0.4229; C -0.5247; C -1.1328; C 0.2985; C -1.1431; C -0.2173; C 0.9197; F -0.2552; F -0.2684; F -0.2738; H 0.5163; H 0.4036; H 0.4519; H 0.4323; H 0.7008; H 0.4279; H 0.4802; H 0.4811; H 0.4060; H 0.4381; H 0.4515; H 0.3177; O -0.5579; S 0.3200; N 0.1033



# 2
Entry from the Open Molecules 2025 dataset: a molecular structure, C36H27BBrF4N10O2PY (wB97M-V/def2-TZVPD).

```
! RIJCOSX wB97M-V def2-TZVPD def2/J DEFGRID3
* xyz 2 2
Y 0.09 -0.11 0.46
C -0.98 -3.02 3.72
C -0.38 -1.82 3.35
N -0.65 -1.54 2.08
N -1.43 -2.55 1.59
C -1.64 -3.44 2.58
B -2.23 -2.40 0.22
N -2.97 -1.03 0.31
C -4.26 -0.72 0.52
C -4.39 0.65 0.59
C -3.10 1.13 0.42
N -2.24 0.13 0.27
N -1.28 -2.37 -1.07
C -1.49 -3.08 -2.19
C -0.62 -2.64 -3.17
C 0.10 -1.62 -2.57
N -0.29 -1.46 -1.30
N -3.14 -3.57 0.02
C -4.31 -3.68 -0.67
C -4.54 -5.01 -0.90
C -3.42 -5.66 -0.34
N -2.58 -4.80 0.19
H -0.96 -3.51 4.67
H 0.21 -1.13 3.94
H -2.24 -4.32 2.39
H -5.01 -1.49 0.63
H -5.30 1.22 0.74
H -2.74 2.15 0.41
H -2.23 -3.86 -2.22
H -0.55 -3.00 -4.18
H 0.87 -0.97 -2.97
H -4.88 -2.82 -0.97
H -5.39 -5.45 -1.40
H -3.21 -6.72 -0.31
F 5.79 -6.21 -0.20
C 5.19 -5.05 -0.15
C 5.88 -3.87 -0.37
F 7.14 -3.86 -0.63
C 5.20 -2.60 -0.30
F 5.98 -1.58 -0.51
C 3.85 -2.46 -0.05
P 3.08 -0.76 0.10
C 3.70 0.04 -1.41
C 3.77 -0.69 -2.60
C 4.14 -0.06 -3.78
C 4.44 1.30 -3.78
C 4.34 2.02 -2.60
C 3.97 1.40 -1.42
C 4.05 -0.19 1.53
C 3.54 -0.60 2.77
C 4.22 -0.31 3.94
C 5.40 0.43 3.89
C 5.89 0.86 2.66
C 5.23 0.54 1.49
C 3.16 -3.66 0.18
Br 1.39 -3.77 0.58
C 3.84 -4.94 0.12
F 3.16 -6.02 0.34
H 3.52 -1.75 -2.62
H 4.20 -0.63 -4.69
H 4.73 1.78 -4.69
H 4.56 3.08 -2.60
H 3.89 1.99 -0.51
H 2.61 -1.16 2.82
H 3.83 -0.64 4.89
H 5.92 0.67 4.80
H 6.81 1.43 2.62
H 5.65 0.86 0.54
O 0.75 1.65 -0.61
N 1.26 2.67 0.00
N 1.39 2.47 1.24
O 1.05 1.32 1.79
C 1.97 3.50 2.07
C 2.64 3.10 3.21
C 3.23 4.08 4.00
C 3.14 5.42 3.64
C 2.45 5.79 2.49
C 1.85 4.83 1.69
H 2.70 2.06 3.47
H 3.76 3.79 4.89
H 3.60 6.17 4.26
H 2.37 6.83 2.22
H 1.30 5.10 0.80
*
```

**E_LUMO (alpha / beta)**: -6.208 / -10.018 eV
**HOMO-LUMO gap (alpha / beta)**: 7.4 / 3.6 eV
**Highest occupied orbital energy (alpha / beta)**: -0.501 / -0.501 hartree
**⟨S²⟩**: 0.769

Charges computed using Mulliken, reported in e: Y 1.5507; C -1.3523; C -0.3605; N -0.5385; N 0.7120; C -0.3161; B 0.5410; N 0.5632; C -0.0919; C -1.3739; C -0.1238; N -0.7773; N 0.9575; C -0.0675; C -1.5432; C -0.5706; N -0.4565; N 0.2554; C -0.2292; C -0.9805; C -0.2813; N -1.0158; H 0.4659; H 0.5685; H 0.6700; H 0.6856; H 0.4667; H 0.5227; H 0.4212; H 0.4700; H 0.7357; H 0.6111; H 0.4662; H 0.4712; F -0.2211; C 0.5660; C 0.2123; F -0.2015; C 0.5048; F -0.3278; C -0.2116; P 1.4054; C 0.7100; C -0.9281; C -0.7560; C -0.6960; C -0.9159; C -0.5112; C 1.0754; C -0.8084; C -0.5617; C -0.6044; C -0.7942; C -0.3792; C 0.3964; Br 0.1616; C 0.0024; F -0.2285; H 0.5123; H 0.4709; H 0.4360; H 0.4800; H 0.5326; H 0.1792; H 0.4758; H 0.4509; H 0.4923; H 0.4922; O -0.3798; N -0.8157; N 1.3560; O -0.6904; C 0.1361; C -0.0104; C -0.7874; C -0.5500; C -0.5336; C -0.4655; H 0.5053; H 0.4262; H 0.4263; H 0.4188; H 0.4975



# 3
Entry from the Open Molecules 2025 dataset: a molecular structure, C36H27BCl4N8O2PPd at a distorted geometry (wB97M-V/def2-TZVPD).

```
! RIJCOSX wB97M-V def2-TZVPD def2/J DEFGRID3
* xyz 2 6
Pd -0.05 -0.21 0.08
C -1.30 -1.48 4.18
C -0.38 -1.54 3.13
N -0.85 -0.88 2.08
N -2.07 -0.39 2.40
C -2.35 -0.74 3.68
B -3.02 0.19 1.31
N -2.98 -0.81 0.11
C -4.01 -1.31 -0.60
C -3.51 -2.21 -1.52
C -2.14 -2.22 -1.31
N -1.83 -1.38 -0.32
N -2.44 1.56 0.82
C -2.87 2.83 0.89
C -1.94 3.66 0.29
C -0.94 2.80 -0.16
N -1.26 1.54 0.16
N -4.43 0.28 1.80
C -5.17 -0.74 2.34
C -6.46 -0.33 2.42
C -6.44 0.98 1.88
N -5.23 1.35 1.51
H -1.21 -1.91 5.16
H 0.58 -2.01 3.10
H -3.28 -0.44 4.14
H -5.02 -1.00 -0.39
H -4.07 -2.81 -2.22
H -1.37 -2.78 -1.81
H -3.83 3.05 1.34
H -2.00 4.72 0.16
H -0.02 3.02 -0.67
H -4.72 -1.69 2.59
H -7.30 -0.88 2.80
H -7.27 1.67 1.77
Cl 1.03 1.83 -6.65
C 1.30 1.54 -5.01
C 2.43 2.00 -4.39
Cl 3.59 2.88 -5.24
C 2.65 1.75 -2.99
Cl 4.02 2.30 -2.23
C 1.69 1.03 -2.20
O 1.84 0.80 -0.98
C 0.50 0.52 -2.87
O -0.32 -0.14 -2.21
C 0.32 0.78 -4.27
Cl -1.04 0.19 -5.00
C 4.11 4.65 1.04
C 2.80 4.81 1.46
C 2.01 3.71 1.71
C 2.53 2.42 1.53
C 3.83 2.26 1.05
C 4.63 3.37 0.84
P 1.55 0.97 1.96
C 0.68 1.40 3.49
C 1.13 0.99 4.74
C 0.50 1.45 5.88
C -0.59 2.30 5.79
C -1.06 2.69 4.54
C -0.43 2.24 3.39
C 2.71 -0.39 2.21
C 3.77 -0.24 3.11
C 4.66 -1.29 3.31
C 4.51 -2.48 2.61
C 3.47 -2.63 1.71
C 2.58 -1.59 1.51
H 4.74 5.52 0.87
H 2.40 5.81 1.62
H 1.00 3.85 2.08
H 4.24 1.27 0.88
H 5.65 3.25 0.52
H 1.97 0.31 4.84
H 0.86 1.13 6.85
H -1.08 2.65 6.68
H -1.92 3.34 4.46
H -0.80 2.55 2.42
H 3.91 0.69 3.64
H 5.47 -1.17 4.01
H 5.20 -3.29 2.78
H 3.35 -3.55 1.15
H 1.78 -1.74 0.78
*
```

**E_LUMO (alpha / beta)**: -5.490 / -8.906 eV
**HOMO-LUMO gap (alpha / beta)**: 8.0 / 4.6 eV
**Highest occupied orbital energy (alpha / beta)**: -0.496 / -0.496 hartree
**⟨S²⟩**: 8.783

Charges computed using Mulliken, reported in e: Pd 0.5840; C -1.7015; C -0.5073; N 0.3672; N 0.5861; C -0.1496; B 0.3788; N 1.1334; C -0.0998; C -1.2797; C -0.2977; N -0.5238; N 0.3046; C 0.0306; C -1.5718; C -0.8091; N 0.6533; N 0.0050; C -0.3589; C -0.9650; C -0.3305; N -1.0583; H 0.4671; H 0.5638; H 0.7296; H 0.4558; H 0.4609; H 0.4994; H 0.5987; H 0.5199; H 0.6385; H 0.6131; H 0.4507; H 0.4887; Cl -0.1016; C 0.3019; C 0.2395; Cl -0.1093; C 0.4883; Cl -0.0339; C -0.6456; O 0.0591; C 0.1526; O -0.3907; C 0.3201; Cl -0.0324; C -0.5951; C -0.8445; C -0.5385; C 1.0305; C -0.6939; C -0.9195; P 1.4496; C 1.3348; C -0.9520; C -0.7400; C -0.8943; C -1.3878; C 0.0187; C 0.6387; C -0.2417; C -0.9141; C -0.7197; C -0.9427; C -0.4053; H 0.4544; H 0.5023; H 0.3128; H 0.6329; H 0.5653; H 0.4935; H 0.4800; H 0.4346; H 0.5101; H 0.3183; H 0.5880; H 0.4773; H 0.4551; H 0.4856; H 0.4826